Molecular formula: C51H81BN3O4Ti
Method: DFT, ωB97M-V/def2-TZVPD

Each line ends with the Löwdin charge.
Atoms and positions in Å:
Ti (-0.0761, 0.5912, 0.5233)  1.1357
C (-5.7814, 5.2117, 1.8397)  -0.0410
C (-4.4784, 4.9843, 2.6166)  -0.5557
C (-3.8259, 6.3390, 2.9251)  -0.0445
C (-4.8193, 4.3030, 3.9421)  -0.0655
C (-3.5276, 4.1439, 1.7647)  -0.1532
C (-3.0869, 2.8913, 2.1695)  0.0502
C (-2.2392, 2.1591, 1.3514)  -0.1692
N (-1.5657, 0.9757, 1.6474)  -0.0042
C (-1.7356, 0.1293, 2.7536)  -0.1872
C (-2.9222, -0.1491, 3.3949)  0.0307
C (-2.9533, -1.1076, 4.4061)  -0.1614
C (-1.7824, -1.8025, 4.6744)  0.0310
C (-0.5711, -1.5886, 3.9984)  -0.0819
C (-0.5513, -0.5569, 3.0655)  -0.2412
O (0.5399, -0.1473, 2.3376)  -0.2374
C (0.6222, -2.5217, 4.2276)  -0.5175
C (1.7801, -1.7465, 4.8609)  -0.0379
C (0.2731, -3.6864, 5.1566)  -0.0582
C (1.0770, -3.1296, 2.8905)  -0.0267
C (-4.2783, -1.4148, 5.1002)  -0.5537
C (-5.2404, -2.0315, 4.0754)  -0.0387
C (-4.8845, -0.1182, 5.6528)  -0.0452
C (-4.1069, -2.3956, 6.2597)  -0.0623
C (-1.7963, 2.6910, 0.1355)  -0.2101
O (-0.8894, 1.8592, -0.5004)  -0.1936
C (-2.1686, 3.9672, -0.2746)  -0.0875
C (-3.0600, 4.6506, 0.5519)  0.0241
C (-1.5846, 4.6178, -1.5262)  -0.5270
C (-1.8893, 3.7471, -2.7484)  -0.0452
C (-0.0681, 4.7695, -1.3334)  -0.0351
C (-2.1621, 6.0086, -1.7823)  -0.0607
H (-6.4633, 5.8361, 2.4195)  0.0877
H (-6.2802, 4.2635, 1.6329)  0.0913
H (-5.5964, 5.7100, 0.8876)  0.0786
H (-4.4534, 6.9094, 3.6115)  0.0861
H (-3.6913, 6.9378, 2.0241)  0.0772
H (-2.8480, 6.2027, 3.3897)  0.0907
H (-5.5043, 4.9350, 4.5081)  0.0880
H (-3.9310, 4.1423, 4.5557)  0.0895
H (-5.3105, 3.3406, 3.7892)  0.0809
H (-3.3742, 2.4781, 3.1247)  0.0948
H (-3.8280, 0.3432, 3.0663)  0.1167
H (-1.8135, -2.5819, 5.4173)  0.0848
H (1.4565, -1.2145, 5.7577)  0.1015
H (2.1729, -1.0261, 4.1465)  0.0355
H (2.5942, -2.4220, 5.1351)  0.0945
H (0.0429, -3.3539, 6.1700)  0.0904
H (1.1312, -4.3578, 5.2189)  0.0889
H (-0.5741, -4.2582, 4.7784)  0.0945
H (1.2951, -2.3604, 2.1509)  0.0651
H (0.2953, -3.7745, 2.4851)  0.0844
H (1.9729, -3.7365, 3.0448)  0.0889
H (-5.4598, -1.3334, 3.2661)  0.0819
H (-6.1835, -2.2991, 4.5555)  0.0870
H (-4.8102, -2.9300, 3.6311)  0.0855
H (-5.0966, 0.6004, 4.8604)  0.0671
H (-4.2085, 0.3557, 6.3669)  0.0914
H (-5.8244, -0.3323, 6.1641)  0.0869
H (-3.7631, -3.3729, 5.9181)  0.0863
H (-5.0678, -2.5421, 6.7540)  0.0869
H (-3.4019, -2.0210, 7.0043)  0.0902
H (-3.3930, 5.6306, 0.2451)  0.0952
H (-1.4751, 2.7500, -2.6214)  0.0433
H (-1.4705, 4.1961, -3.6526)  0.0880
H (-2.9681, 3.6527, -2.8875)  0.0975
H (0.4206, 3.8041, -1.2053)  0.0604
H (0.1388, 5.3648, -0.4421)  0.0968
H (0.3725, 5.2830, -2.1913)  0.0860
H (-3.2436, 5.9812, -1.9216)  0.0917
H (-1.7222, 6.4149, -2.6943)  0.0886
H (-1.9343, 6.6991, -0.9692)  0.0898
C (1.4467, -0.8685, -2.8162)  0.0061
C (0.4148, -1.7310, -2.9550)  0.0088
C (-0.8362, -0.8485, -3.4616)  0.0231
C (-0.2984, 0.3438, -3.8015)  0.0271
C (1.0959, 0.3604, -3.4624)  -0.0340
C (2.0701, 1.3774, -3.9189)  -0.5243
C (3.1605, 1.6552, -2.8791)  -0.0144
C (2.7047, 0.6958, -5.1670)  0.0064
C (1.4014, 2.6839, -4.3452)  -0.0242
C (-2.3204, -1.1169, -3.5641)  -0.5146
C (-2.6887, -1.1428, -5.0629)  -0.0161
C (-3.0363, 0.0803, -2.8951)  -0.0157
C (-2.8400, -2.3891, -2.9050)  -0.0424
C (0.5616, -3.2287, -2.9738)  -0.5130
C (0.1052, -3.6788, -4.3763)  -0.0077
C (2.0386, -3.6162, -2.8108)  -0.0476
C (-0.2106, -3.9759, -1.8745)  -0.0223
H (2.4333, -1.1224, -2.4749)  0.1212
H (-0.8287, 1.1828, -4.2140)  0.1189
H (3.7318, 0.7621, -2.6293)  0.0886
H (2.7253, 2.0538, -1.9648)  0.0812
H (3.8468, 2.3973, -3.2872)  0.0983
H (3.2489, -0.2084, -4.8987)  0.0923
H (3.4014, 1.4122, -5.6035)  0.1037
H (1.9515, 0.4462, -5.9141)  0.1000
H (0.8331, 3.1219, -3.5301)  0.0651
H (0.7344, 2.5400, -5.1950)  0.0955
H (2.1710, 3.3952, -4.6449)  0.1003
H (-2.3699, -0.2343, -5.5727)  0.0874
H (-3.7728, -1.2227, -5.1489)  0.0999
H (-2.2437, -1.9977, -5.5727)  0.0823
H (-2.9447, 0.9901, -3.4857)  0.0757
H (-2.6417, 0.2786, -1.8973)  0.0811
H (-4.0960, -0.1578, -2.8063)  0.1002
H (-2.4635, -3.2961, -3.3721)  0.0724
H (-3.9244, -2.4027, -3.0169)  0.1046
H (-2.6276, -2.4211, -1.8394)  0.0326
H (0.6642, -3.1620, -5.1590)  0.1004
H (-0.9554, -3.5125, -4.5468)  0.0587
H (0.2971, -4.7478, -4.4745)  0.1031
H (2.6642, -3.1936, -3.5983)  0.0905
H (2.1199, -4.7008, -2.8654)  0.0950
H (2.4302, -3.3055, -1.8411)  0.0942
H (-1.2875, -3.8724, -1.9325)  0.0522
H (0.1083, -3.6487, -0.8877)  0.0753
H (0.0299, -5.0354, -1.9680)  0.1041
O (1.9839, 0.3880, 0.0577)  -0.0429
C (2.1562, 1.3082, 0.9104)  -0.6064
O (1.2869, 2.1861, 1.1175)  0.0067
C (3.3008, 1.2772, 1.8952)  -0.1553
N (2.6239, 1.3747, 3.2345)  0.0902
C (3.6850, 1.0299, 4.2261)  -0.0982
C (4.5494, -0.0263, 3.5142)  -0.1249
C (4.0957, -0.0094, 2.0383)  -0.0907
H (3.9320, 2.1593, 1.7688)  0.1784
H (1.8147, 0.6904, 3.1776)  0.1351
H (2.1988, 2.2927, 3.3686)  0.1870
H (3.2287, 0.6986, 5.1548)  0.1236
H (4.2467, 1.9441, 4.4118)  0.1328
H (4.4034, -1.0119, 3.9479)  0.1030
H (5.6014, 0.2301, 3.6193)  0.1176
H (3.4321, -0.8495, 1.8283)  0.1192
H (4.9251, -0.0491, 1.3367)  0.1302
B (-2.3848, -3.1760, 0.7674)  -0.3643
C (-1.4823, -2.0006, 0.2834)  -0.1474
N (-0.8136, -1.1282, -0.1097)  0.0996
H (-1.6696, -4.1479, 0.8685)  0.0319
H (-3.2514, -3.3120, -0.0675)  0.0325
H (-2.8310, -2.8162, 1.8325)  0.0321

Results
total charge	+1
orbital gap	0.148	Eh